Below is a molecular structure, C23H44AsN6O5PS4Y in a non-equilibrium geometry, with properties calculated with ωB97M-V with the def2-TZVPD basis set.

```
85
Properties=species:S:1:pos:R:3:forces:R:3:mulliken_charge:R:1
Y 3.161 -0.035 0.285 -1.08 0.82 0.84 -0.256
O 0.427 -1.398 3.772 -0.07 -0.06 0.01 -0.650
C 1.406 -0.992 2.962 -0.08 -0.01 0.03 0.853
O 1.242 -0.803 1.783 0.07 0.06 -0.13 0.613
C 2.734 -0.795 3.654 0.09 -0.02 0.00 -1.093
O 3.383 0.337 3.132 0.00 0.01 0.10 -0.251
C 2.902 1.586 3.614 -0.02 -0.02 -0.11 -0.637
C 2.274 2.410 2.486 -0.03 -0.09 0.06 0.256
O 2.108 3.621 2.691 -0.06 0.03 0.00 -0.853
O 1.982 1.767 1.440 0.16 0.11 -0.10 0.875
H -0.391 -1.417 3.240 0.04 0.11 -0.02 0.185
H 2.597 -0.729 4.735 0.01 0.00 0.00 0.344
H 3.359 -1.659 3.407 -0.02 -0.01 -0.03 0.324
H 2.148 1.446 4.394 0.02 0.03 0.03 0.414
H 3.741 2.141 4.034 0.00 0.00 0.04 0.322
C 0.200 4.172 -2.394 0.06 -0.03 -0.03 -1.375
N 0.514 2.759 -2.315 0.03 0.06 -0.07 0.449
C -0.141 1.886 -3.273 -0.06 0.01 0.09 -1.412
C 1.515 2.270 -1.514 -0.06 -0.07 0.05 0.484
N 1.717 1.022 -1.296 -0.11 0.22 -0.07 0.252
N 2.316 3.251 -0.951 -0.08 0.00 0.17 0.022
C 3.509 3.114 -0.245 0.16 -0.02 -0.36 0.080
N 3.817 4.286 0.424 -0.05 0.15 -0.01 -0.617
N 4.243 2.073 -0.341 -0.19 0.22 -0.07 -0.552
H -0.762 4.280 -2.890 -0.01 0.00 0.01 0.415
H 0.946 4.740 -2.961 0.00 0.01 0.01 0.328
H 0.090 4.612 -1.401 -0.03 0.01 -0.01 0.473
H -0.288 2.429 -4.207 -0.01 0.00 0.00 0.515
H -1.115 1.535 -2.918 0.01 -0.03 0.00 0.295
H 0.484 1.022 -3.494 0.00 0.00 -0.03 0.530
H 1.071 0.404 -1.774 0.04 -0.04 0.01 -0.469
H 1.917 4.168 -0.866 0.04 0.01 -0.06 0.331
H 3.078 4.527 1.088 0.02 -0.06 0.04 0.255
H 4.699 4.217 0.911 -0.03 -0.02 0.02 0.321
H 5.111 2.143 0.183 -0.01 -0.04 0.00 0.209
S 6.284 -3.652 -0.789 0.04 0.05 0.03 -0.555
As 4.939 -2.107 -0.377 1.17 -1.42 -0.52 0.322
S 4.282 -0.916 -2.086 -0.07 0.00 0.23 -0.520
S 3.031 -2.780 0.502 0.08 0.11 -0.09 -0.525
S 5.627 -0.622 1.102 0.15 -0.07 -0.06 -0.492
C -3.315 -0.611 3.608 -0.05 0.04 0.01 -1.523
C -3.487 -0.006 2.209 0.10 -0.11 0.01 0.696
C -4.693 -0.643 1.520 0.00 0.13 0.03 -1.698
P -1.802 0.005 1.373 -0.43 0.01 -0.14 0.161
C -1.919 1.452 0.191 0.16 0.12 0.20 2.003
C -3.291 1.811 -0.374 0.05 -0.07 -0.08 -1.866
C -1.296 2.677 0.870 0.03 -0.08 -0.02 -1.347
C -1.707 -1.430 0.193 -0.01 -0.07 0.11 2.647
C -2.647 -1.499 -1.010 0.05 -0.02 0.02 -1.086
C -1.723 -2.746 0.978 0.02 0.03 -0.07 -1.298
H -4.225 -0.484 4.202 -0.01 -0.03 -0.01 0.450
H -2.493 -0.137 4.146 0.01 -0.03 0.00 0.354
H -3.112 -1.685 3.549 0.02 0.02 0.00 0.266
H -3.694 1.062 2.347 0.02 0.01 -0.01 0.446
H -4.558 -1.720 1.405 0.00 0.00 -0.02 0.279
H -4.885 -0.214 0.539 -0.02 -0.04 0.00 0.233
H -5.588 -0.489 2.131 0.00 -0.03 0.00 0.504
H -1.257 1.158 -0.633 0.00 -0.02 0.00 -1.099
H -3.967 2.139 0.419 -0.01 0.01 -0.01 0.361
H -3.761 0.985 -0.904 -0.02 0.02 0.01 0.356
H -3.190 2.643 -1.078 -0.02 0.02 0.02 0.420
H -1.850 2.942 1.776 -0.01 0.02 -0.02 0.424
H -1.326 3.543 0.201 -0.02 0.00 0.02 0.302
H -0.261 2.486 1.156 0.01 0.03 -0.01 -0.050
H -0.689 -1.311 -0.198 0.03 -0.02 -0.01 -1.332
H -3.692 -1.591 -0.715 0.01 0.02 -0.03 0.277
H -2.393 -2.375 -1.610 0.02 -0.02 -0.04 0.131
H -2.540 -0.627 -1.657 -0.02 -0.01 0.01 0.035
H -2.662 -2.889 1.518 0.03 0.00 0.02 0.286
H -0.892 -2.800 1.685 -0.03 0.00 0.03 0.267
H -1.605 -3.585 0.291 -0.01 -0.03 -0.02 0.317
N 1.115 -2.026 -2.234 -0.11 0.01 -0.03 0.006
C 0.207 -2.970 -2.703 -0.13 0.14 0.04 0.136
C -0.556 -2.725 -3.849 0.02 -0.02 -0.05 -0.336
C -1.515 -3.633 -4.267 0.00 -0.03 0.01 -0.588
C -1.743 -4.802 -3.552 0.02 0.02 -0.01 -0.595
C -0.986 -5.049 -2.413 -0.03 0.01 -0.03 -0.353
C -0.021 -4.149 -1.990 -0.02 -0.04 0.05 -0.285
H 1.672 -1.576 -2.949 0.11 -0.10 0.03 0.258
H 1.735 -2.383 -1.504 0.06 0.07 -0.09 -0.305
H -0.393 -1.809 -4.407 0.01 0.00 0.01 0.350
H -2.096 -3.423 -5.158 0.01 0.00 -0.01 0.358
H -2.485 -5.515 -3.887 -0.02 0.01 0.02 0.361
H -1.143 -5.962 -1.851 0.01 0.00 0.01 0.370
H 0.578 -4.351 -1.110 0.02 0.01 -0.01 0.504
```
Positions in Å, forces in eV/Å.

Summary:
Net charge: -1
HOMO energy, eV: -4.3
Kohn-Sham gap, eV: 6.25
LUMO energy, eV: 1.9916
Energy relative to the best compared isomer or geometry (same formula, charge and spin), eV: 1.172
E_tot, eV: -158265.04573